{
  "formula": "C4H13NO3",
  "method": "wB97M-V/def2-TZVPD",
  "lumo_energy_ha": [-0.1329, -0.2870],
  "s2": 0.755,
  "gap_ev": [11.06, 6.86],
  "total_charge": 1,
  "de_lowest_ev": 2.502,
  "energy_ev": -11981.122,
  "spin_multiplicity": 2,
  "elements": ["C", "N", "C", "C", "C", "O", "H", "H", "H", "H", "H", "H", "H", "H", "H", "H", "H", "O", "H", "H", "O"],
  "positions_angstrom": [[-0.16390, 0.23262, -0.69191], [0.63554, 0.10191, 0.47102], [0.46662, -1.18506, 1.10587], [0.87077, 1.30175, 1.37019], [2.29892, 1.68404, 1.10078], [2.72896, 2.71879, 1.52427], [-1.24058, 0.39737, -0.42811], [-0.02631, 1.16273, -1.26890], [0.00727, -0.54521, -1.43135], [0.23827, -1.90790, 0.32114], [-0.29139, -1.19186, 1.90687], [1.29236, -1.66074, 1.67439], [0.44053, 1.00218, 2.31934], [0.15907, 2.00580, 0.91836], [3.00242, 0.95156, 0.67574], [-0.73385, 0.74930, -3.40435], [-1.98647, -0.14414, -3.28722], [-1.03445, -0.17830, -3.33928], [-1.93103, -1.40454, -0.43059], [-2.16101, -2.43896, 0.65198], [-2.57174, -1.65133, 0.24174]],
  "forces_ev_per_angstrom": [[-0.234, 1.544, -1.590], [-1.404, -0.273, 2.149], [0.776, -1.598, 0.088], [-1.809, -1.597, -2.932], [1.555, 1.082, 2.073], [-0.295, -0.039, -0.453], [0.540, -0.712, 0.267], [0.731, -0.029, 0.612], [-0.325, -0.400, 0.366], [-0.240, 0.056, 0.269], [-0.359, 0.561, -0.538], [0.431, 1.052, -0.493], [0.935, 0.271, 0.640], [0.540, 0.510, 0.408], [-0.387, -0.206, -0.435], [-0.403, -0.667, -0.322], [-0.546, 0.075, -0.226], [0.744, 0.639, 0.202], [-0.245, -0.194, -0.278], [-0.636, 0.416, -0.257], [0.633, -0.490, 0.449]],
  "lowdin_spin": [0.08, 0.63, 0.07, 0.04, 0.02, 0.01, 0.05, 0.01, 0.01, 0.00, 0.04, 0.02, 0.01, 0.01, 0.00, 0.00, 0.00, 0.00, 0.00, 0.00, 0.01]
}

---

{
  "formula": "C4H13NO3",
  "method": "wB97M-V/def2-TZVPD",
  "lumo_energy_ha": [-0.3359, -0.3371],
  "s2": 0.780,
  "gap_ev": [5.63, 5.53],
  "total_charge": 1,
  "de_lowest_ev": 7.851,
  "energy_ev": -11975.773,
  "spin_multiplicity": 2,
  "elements": ["N", "C", "C", "C", "C", "H", "H", "H", "H", "H", "H", "H", "H", "H", "O", "H", "H", "O", "H", "H", "O"],
  "positions_angstrom": [[0.72155, -0.80691, 1.58513], [0.56458, -0.88951, 0.18380], [1.82358, -0.48126, -0.58911], [-0.93291, -0.87010, -1.89079], [-0.55814, -1.15375, -0.39627], [-0.17057, -0.50543, 2.06517], [1.63675, -0.41889, 1.92729], [2.49361, -0.07967, 0.13657], [2.32967, -1.35171, -1.16149], [-0.29252, -1.45230, -2.50509], [-0.64801, 0.12425, -2.11527], [-1.39856, -1.20226, 0.27809], [0.03170, 2.21685, 0.18322], [1.51160, 0.40216, -1.27206], [0.12168, 2.08832, 1.19925], [-2.02557, -1.02267, -2.12818], [-1.15408, 1.82509, -0.92582], [-0.20815, 1.91019, -1.30367], [-1.92266, 0.21213, 3.06989], [-0.46459, 1.35863, 1.42382], [-1.45897, 0.09682, 2.23552]],
  "forces_ev_per_angstrom": [[0.443, 0.044, -4.505], [9.494, 1.903, 5.085], [-0.920, -0.341, -1.494], [-1.044, -1.792, 2.647], [-7.840, 0.700, -3.917], [-2.202, -0.140, 1.750], [-1.040, -0.505, -0.527], [0.813, 0.230, 0.186], [-1.011, 1.528, 0.777], [0.574, -0.838, -0.833], [0.389, 1.158, -0.095], [-0.509, -0.913, 0.265], [0.648, 0.426, 2.181], [0.698, -1.673, 0.812], [0.494, 0.148, -2.121], [1.354, -0.079, 0.530], [1.385, 0.424, -1.067], [-1.918, 0.080, 0.686], [0.042, 0.082, 0.313], [-0.765, 0.035, 0.545], [0.913, -0.477, -1.218]],
  "lowdin_spin": [0.00, 0.00, 0.00, 0.00, 0.00, 0.00, 0.00, 0.00, 0.00, 0.00, 0.00, 0.00, 0.00, 0.00, 0.13, 0.00, 0.01, 0.87, 0.00, 0.00, 0.00]
}

---

{
  "formula": "C4H13NO4S",
  "method": "wB97M-V/def2-TZVPD",
  "lumo_energy_ha": 0.0019,
  "gap_ev": 9.84,
  "de_lowest_ev": 2.490,
  "energy_ev": -24873.033,
  "elements": ["C", "N", "C", "O", "O", "C", "C", "S", "H", "H", "H", "H", "H", "H", "H", "H", "H", "H", "H", "O", "H", "H", "O"],
  "positions_angstrom": [[-0.07102, 0.36617, 0.31199], [0.46836, 0.68653, -0.98651], [-0.11427, 1.10105, -2.10601], [-1.42958, 0.94895, -2.06659], [0.44232, 1.50209, -3.12156], [0.19932, 1.56338, 1.28343], [1.42136, 1.33241, 2.11913], [2.70008, -0.02066, 1.82157], [0.40688, -0.59650, 0.64464], [-1.28701, 0.29990, 0.29528], [1.40966, 0.93287, -0.80290], [-1.72723, 0.17307, -1.73136], [0.24115, 2.61833, 0.71783], [-0.68799, 1.64922, 2.00369], [2.11398, 2.26429, 2.08719], [1.29751, 1.30335, 3.21165], [1.99344, -0.88481, 2.53764], [-2.92302, -2.81051, -0.38077], [-2.25913, -2.55227, -1.71940], [-2.92052, -2.22528, -1.16454], [0.59074, -1.86386, -1.17370], [0.21276, -3.15242, -0.48415], [-0.07777, -2.63529, -1.29653]],
  "forces_ev_per_angstrom": [[-3.722, 0.748, 0.447], [1.320, -0.918, 1.742], [0.428, 0.111, -2.593], [-0.459, 3.943, -2.345], [-0.322, -0.059, 1.738], [-1.615, 0.688, -0.153], [3.732, 2.304, 1.415], [-1.048, 0.821, -0.173], [-0.828, 1.063, 0.018], [3.118, -0.391, -0.273], [1.171, 0.266, -0.963], [-1.354, -3.845, 1.919], [-0.058, -2.581, 1.006], [1.160, -0.090, -1.030], [-1.083, -1.382, -0.268], [-0.612, -0.313, -0.464], [0.054, -0.543, 0.094], [0.067, 0.531, -0.749], [1.862, -0.869, -1.258], [-1.984, 0.541, 2.028], [-1.763, -1.517, -0.867], [-0.836, 0.480, -1.531], [2.771, 1.012, 2.260]],
  "nbo_charge": [-0.23, -0.66, 0.88, -0.70, -0.62, -0.46, -0.52, -0.06, 0.21, 0.23, 0.40, 0.49, 0.24, 0.23, 0.23, 0.23, 0.12, 0.47, 0.48, -0.95, 0.48, 0.47, -0.95]
}

---

{
  "formula": "C4H13NOP2",
  "method": "wB97M-V/def2-TZVPD",
  "lumo_energy_ha": 0.0347,
  "gap_ev": 9.22,
  "de_lowest_ev": 0.146,
  "energy_ev": -26472.751,
  "elements": ["C", "C", "C", "C", "N", "O", "P", "P", "H", "H", "H", "H", "H", "H", "H", "H", "H", "H", "H", "H", "H"],
  "positions_angstrom": [[-1.38328, -3.54942, 0.13784], [1.10364, 4.12714, 0.19823], [-0.56823, -2.49694, -0.55889], [-0.49480, -1.36320, 0.57243], [0.31015, -0.27460, 0.15643], [0.37190, 2.43074, -1.91890], [0.00410, 1.30291, 0.79365], [1.38465, 2.42969, -0.59921], [-0.67220, -4.09210, 0.68893], [-2.27887, -3.15460, 0.73181], [-1.86354, -4.29295, -0.64456], [1.91017, 4.18289, 0.79991], [0.23122, 4.16355, 0.72281], [1.09777, 4.78120, -0.64588], [-1.10865, -2.25668, -1.44847], [0.39340, -2.65347, -0.82489], [-1.42274, -0.89261, 0.79733], [-0.07753, -1.66321, 1.60380], [1.32592, -0.38420, 0.10131], [0.95951, 2.35952, -2.66322], [0.77741, 1.29634, 1.99953]],
  "forces_ev_per_angstrom": [[-2.128, -1.887, -2.124], [-0.233, -2.405, -3.454], [-3.672, 2.382, 3.287], [1.363, -0.556, -0.022], [1.693, 2.507, -0.643], [-0.169, 0.271, 0.724], [-0.240, -0.338, -0.724], [-0.459, 0.062, 1.043], [0.220, -1.112, 1.462], [1.587, -0.399, -0.651], [0.972, 1.248, 1.532], [2.760, 0.901, 2.022], [-2.492, 0.268, 1.382], [0.201, 0.824, -0.252], [-0.248, 1.251, -0.482], [3.078, -1.431, -0.689], [-1.301, -0.206, -0.015], [-0.787, -0.818, -1.441], [-0.567, -0.711, -0.038], [0.130, -0.151, -0.720], [0.294, 0.302, -0.197]],
  "nbo_charge": [-0.60, -0.91, -0.40, -0.21, -0.93, -0.97, 0.42, 0.76, 0.21, 0.21, 0.20, 0.22, 0.22, 0.23, 0.20, 0.20, 0.20, 0.17, 0.37, 0.49, -0.08]
}

---

{
  "formula": "C4H13NOS",
  "method": "wB97M-V/def2-TZVPD",
  "lumo_energy_ha": [0.1211, 0.1245],
  "s2": 0.750,
  "gap_ev": [2.49, 8.91],
  "total_charge": -1,
  "de_lowest_ev": 0.687,
  "energy_ev": -18730.101,
  "spin_multiplicity": 2,
  "elements": ["C", "N", "C", "C", "S", "C", "H", "H", "H", "H", "H", "H", "H", "H", "H", "H", "H", "H", "H", "O"],
  "positions_angstrom": [[0.80579, -0.45567, 1.24744], [0.21888, -1.04717, 0.04761], [-1.20392, -1.18588, 0.07033], [-2.07035, 0.08718, 0.34673], [-2.25736, 1.20089, -1.06071], [1.51173, 0.90044, 1.03359], [1.50434, -1.20285, 1.61368], [0.08810, -0.28794, 2.06094], [0.53818, -0.52211, -0.76045], [-1.60356, -1.57082, -0.85751], [-1.47877, -1.89778, 0.84734], [-1.68553, 0.65626, 1.19379], [-3.05259, -0.33554, 0.57838], [-1.51260, 0.66425, -2.04411], [0.80051, 1.71711, 1.14582], [2.07217, 0.83126, 0.10572], [2.23843, 0.92816, 1.80885], [1.21722, 1.11844, -2.44181], [2.37477, 0.18848, -2.24784], [1.49456, 0.21329, -2.68779]],
  "forces_ev_per_angstrom": [[0.064, 0.099, 0.135], [-0.115, 0.493, -0.149], [-0.661, 0.895, 0.414], [0.348, -1.137, -0.258], [-0.313, 0.761, -0.185], [-0.542, -1.603, -0.013], [0.410, 0.094, 0.334], [-0.254, -0.367, -0.225], [-0.096, -0.149, -0.272], [0.272, -0.363, -0.428], [0.025, -0.197, 0.202], [-0.114, -0.048, 0.000], [-0.064, 0.432, 0.153], [0.258, -0.333, 0.305], [0.243, 0.167, -0.534], [-0.174, 0.634, -0.265], [0.766, 0.565, 0.833], [-0.202, 0.149, -0.270], [-0.121, -0.153, -0.334], [0.271, 0.058, 0.559]],
  "lowdin_spin": [0.01, 0.02, 0.01, 0.02, 0.25, 0.10, 0.01, 0.00, 0.03, 0.01, 0.00, 0.00, 0.00, 0.04, 0.02, 0.05, 0.01, 0.10, 0.09, 0.23]
}

---

{
  "formula": "C4H13NOS",
  "method": "wB97M-V/def2-TZVPD",
  "lumo_energy_ha": 0.0233,
  "gap_ev": 9.44,
  "de_lowest_ev": 2.151,
  "energy_ev": -18729.861,
  "elements": ["C", "N", "C", "C", "S", "C", "H", "H", "H", "H", "H", "H", "H", "H", "H", "H", "H", "H", "H", "O"],
  "positions_angstrom": [[0.41772, 1.08420, -1.52918], [-0.70847, 0.41115, -0.87442], [-0.84430, -0.98273, -0.83397], [0.03935, -1.87804, 0.04537], [-0.68028, -2.07038, 1.72274], [1.60608, 1.28025, -0.64806], [0.13111, 2.02674, -1.96126], [0.63978, 0.36432, -2.34037], [-0.60902, 0.61391, 0.16707], [-1.95078, -1.35417, -0.86928], [-0.41655, -1.48030, -1.74052], [1.00921, -1.33883, 0.01393], [0.27676, -2.85580, -0.42191], [0.56922, -2.49909, 2.12789], [1.74110, 0.35071, -0.08727], [1.17797, 1.86093, 0.19657], [2.47717, 1.70135, -1.00414], [-1.75403, 0.99666, 3.20777], [-1.23716, 2.25084, 2.48688], [-1.88486, 1.51831, 2.34214]],
  "forces_ev_per_angstrom": [[0.014, -2.216, -1.600], [0.161, 1.982, 3.679], [-0.696, -4.136, -3.025], [0.268, 0.859, 0.371], [2.021, -0.355, -0.165], [-2.722, -1.046, 3.172], [-0.483, 0.318, -0.243], [0.267, 0.668, -0.187], [-0.761, 0.557, -1.504], [1.729, 0.862, 0.469], [-0.819, 1.150, -0.606], [-0.437, -0.490, 0.747], [-0.692, 0.420, 0.351], [-1.131, 0.155, 0.404], [0.857, -0.071, -0.497], [0.659, 0.512, -0.346], [1.714, 0.833, -0.963], [-0.442, 0.950, -2.086], [-0.821, -0.699, -0.367], [1.313, -0.252, 2.396]],
  "nbo_charge": [-0.21, -0.62, -0.23, -0.52, -0.06, -0.62, 0.19, 0.18, 0.36, 0.20, 0.19, 0.21, 0.21, 0.13, 0.20, 0.19, 0.22, 0.47, 0.46, -0.93]
}

---

Q: Number 3 is which compound?
A: C4H13NO4S